# C26H23BrN5O2Ru

C26H23BrN5O2Ru as an isolated structure (ωB97M-V with the def2-TZVPD basis set, OMol25).

```
58
C26H23BrN5O2Ru | OMol25 | ωB97M-V with the def2-TZVPD basis set
Ru -0.037 0.347 0.154
O 2.564 -0.403 3.190
C 2.398 -1.596 3.595
C 3.292 -2.172 4.558
C 3.068 -3.439 5.011
C 1.965 -4.171 4.534
C 1.081 -3.627 3.580
C 1.279 -2.367 3.095
C 0.394 -1.753 2.030
O 0.556 -0.346 1.997
N 0.715 -2.378 0.740
N 0.446 -1.580 -0.349
C 0.644 -1.991 -1.546
C 0.348 -1.176 -2.711
Br -0.285 0.616 -2.351
C 0.449 -1.649 -3.959
C 0.189 -1.014 -5.247
C -0.357 -1.809 -6.259
C -0.642 -1.266 -7.498
C -0.349 0.067 -7.753
C 0.233 0.854 -6.767
C 0.497 0.321 -5.517
H 1.586 -0.197 2.487
H 4.116 -1.563 4.904
H 3.729 -3.884 5.742
H 1.788 -5.171 4.906
H 0.240 -4.218 3.238
H -0.655 -1.961 2.262
H 1.553 -2.940 0.679
H 1.023 -2.994 -1.734
H 0.744 -2.695 -4.015
H -0.566 -2.855 -6.066
H -1.078 -1.885 -8.271
H -0.557 0.489 -8.727
H 0.492 1.882 -6.978
H 0.988 0.934 -4.774
N -2.300 2.036 1.810
C -2.762 0.836 1.309
C -4.088 0.499 1.632
C -4.639 -0.658 1.156
C -3.861 -1.487 0.343
C -2.576 -1.111 0.080
N -2.005 0.024 0.565
C -1.175 2.802 1.558
C -1.122 4.091 2.101
C -0.020 4.872 1.862
C 1.023 4.365 1.082
C 0.894 3.094 0.591
N -0.184 2.313 0.825
H -2.981 2.509 2.382
H -4.666 1.174 2.250
H -5.661 -0.916 1.398
H -4.251 -2.402 -0.078
H -1.942 -1.720 -0.544
H -1.947 4.460 2.697
H 0.036 5.871 2.272
H 1.906 4.947 0.866
H 1.672 2.651 -0.020
```

Summary:
Orbital gap (alpha / beta): 7.57 / 5.32 eV
Lowest unoccupied orbital energy (alpha / beta): -5.8 / -8.0 eV
2S+1: 2
Energy: -4097.1956 a.u.
Total charge: +2
Relative energy (zero: lowest compared OMol25 entry of this formula, charge and spin): 1.3 kcal/mol

***

# C26H23BrN5O2S3SiV

C26H23BrN5O2S3SiV as an isolated structure at a distorted geometry (ωB97M-V with the def2-TZVPD basis set, OMol25).

```
62
C26H23BrN5O2S3SiV | OMol25 | ωB97M-V with the def2-TZVPD basis set
V 0.962 -2.202 1.194
S -0.118 -4.274 1.755
C 0.866 -5.016 2.984
C 0.454 -6.191 3.637
N 0.116 -7.133 4.204
C 2.090 -4.498 3.339
S 2.697 -3.024 2.622
C 2.838 -5.097 4.376
N 3.427 -5.646 5.211
C -4.484 -1.460 1.145
Si -3.897 0.264 1.000
C -5.097 1.335 1.887
C -4.022 0.786 -0.761
C -2.195 0.401 1.716
C -1.938 1.060 2.915
C -0.706 1.042 3.579
C 0.279 0.228 3.043
N 0.031 -0.482 1.949
C -1.117 -0.378 1.236
S -1.040 -1.259 -0.225
H -5.493 -1.547 0.729
H -4.571 -1.741 2.199
H -3.814 -2.148 0.614
H -6.107 1.184 1.453
H -4.854 2.415 1.772
H -5.170 1.118 2.969
H -5.077 0.907 -1.058
H -3.590 0.079 -1.454
H -3.549 1.751 -0.934
H -2.783 1.580 3.353
H -0.523 1.615 4.503
H 1.252 0.082 3.519
C 5.039 -0.663 1.739
O 3.874 -0.590 0.945
C 3.866 0.362 -0.002
C 4.914 1.242 -0.251
C 4.779 2.168 -1.280
Br 6.211 3.347 -1.660
C 3.604 2.261 -2.003
C 2.559 1.353 -1.763
C 2.727 0.369 -0.794
O 1.868 -0.681 -0.566
C 1.368 1.558 -2.652
N 1.250 2.634 -3.387
C 0.095 2.441 -4.103
C -0.445 3.241 -5.100
C -1.631 2.818 -5.701
C -2.209 1.580 -5.365
C -1.665 0.752 -4.392
C -0.508 1.209 -3.784
N 0.340 0.658 -2.858
H 5.205 0.294 2.288
H 5.916 -0.869 1.121
H 4.895 -1.463 2.456
H 5.826 1.233 0.354
H 3.489 3.031 -2.775
H 0.891 -0.503 -0.664
H 0.033 4.171 -5.402
H -2.088 3.390 -6.520
H -3.082 1.268 -5.922
H -2.124 -0.199 -4.131
H 0.133 -0.162 -2.302
```

Summary:
Orbital gap (alpha / beta): 6.71 / 6.89 eV
Lowest unoccupied orbital energy (alpha / beta): 2.1 / 2.1 eV
2S+1: 4
Energy: -6431.1190 a.u.
Total charge: -1
Relative energy (zero: lowest compared OMol25 entry of this formula, charge and spin): 0.0 kcal/mol

***

# C26H23IrN8O4Se

C26H23IrN8O4Se as an isolated structure at a distorted geometry (ωB97M-V with the def2-TZVPD basis set, OMol25).

```
63
C26H23IrN8O4Se | OMol25 | ωB97M-V with the def2-TZVPD basis set
Ir -0.186 -0.144 -0.446
O 0.954 -1.785 -0.670
C 0.539 -3.011 -0.390
C 1.452 -3.963 0.070
C 1.026 -5.245 0.343
C -0.304 -5.638 0.144
C -1.201 -4.722 -0.341
C -0.802 -3.398 -0.614
C -1.775 -2.494 -1.147
N -1.641 -1.227 -1.375
C -2.824 -0.497 -1.854
C -2.449 0.978 -1.814
N -1.612 1.198 -0.629
C -1.940 2.313 0.237
C -0.623 1.893 2.472
C -0.260 2.645 3.596
C 0.065 2.020 4.793
C 0.052 0.640 4.872
C -0.323 -0.129 3.780
C -0.677 0.506 2.610
O -1.091 -0.337 1.558
H 2.481 -3.666 0.218
H 1.739 -5.965 0.725
H -0.612 -6.650 0.363
H -2.231 -5.006 -0.525
H -2.749 -2.928 -1.376
H -3.676 -0.711 -1.204
H -3.102 -0.795 -2.865
H -3.327 1.624 -1.818
H -1.855 1.211 -2.697
H -2.060 3.228 -0.355
H 0.043 4.410 4.266
H 0.346 2.617 5.652
H 0.335 0.155 5.795
H -0.337 -1.209 3.821
Se 2.335 -0.730 -2.450
N 0.923 0.372 -2.046
C 1.024 1.476 -2.794
C 0.241 2.671 -2.754
C 0.498 3.664 -3.639
C 1.549 3.584 -4.608
C 2.358 2.507 -4.645
C 2.126 1.431 -3.729
N 2.896 0.366 -3.680
H -0.497 2.813 -1.991
H -0.099 4.566 -3.602
H 1.706 4.414 -5.284
H 3.190 2.426 -5.330
N -3.463 0.668 1.357
C -3.274 2.079 0.976
C -0.724 2.569 1.141
O -0.274 3.991 3.458
O 0.125 3.310 0.726
H -3.987 0.181 0.640
H -3.998 0.588 2.213
H -2.068 -0.125 1.433
H -3.247 2.698 1.873
H -4.102 2.435 0.362
N 1.376 0.531 0.604
C 2.138 0.557 1.497
N 2.866 0.661 2.504
C 4.129 0.314 2.673
N 5.222 0.018 2.897
```

Summary:
Orbital gap (alpha / beta): 6.83 / 5.51 eV
Lowest unoccupied orbital energy (alpha / beta): -3.8 / -5.2 eV
2S+1: 2
Energy: -4249.0731 a.u.
Total charge: +1
Relative energy (zero: lowest compared OMol25 entry of this formula, charge and spin): 37.6 kcal/mol

***

# C26H23OZr

C26H23OZr as an isolated structure at a distorted geometry (ωB97M-V with the def2-TZVPD basis set, OMol25).

```
51
C26H23OZr | OMol25 | ωB97M-V with the def2-TZVPD basis set
C 0.582 -2.171 1.099
C -0.664 -2.598 0.529
C -0.649 -2.276 -0.871
H -1.480 -3.126 1.036
C 0.640 -1.698 -1.166
C 1.379 -1.588 0.063
H 2.411 -1.244 0.155
H 0.862 -2.282 2.150
H -1.406 -2.549 -1.602
H 1.061 -1.501 -2.148
C -0.852 2.186 -0.540
C -0.527 2.271 0.857
C 0.804 1.761 1.046
H -1.195 2.643 1.638
C 1.324 1.380 -0.236
C 0.315 1.675 -1.216
H 0.453 1.643 -2.284
H -1.745 2.567 -1.026
H 1.334 1.684 1.992
H 2.341 1.070 -0.459
Zr -0.529 -0.118 0.331
O -0.374 0.034 -3.054
C -1.509 -0.564 -3.669
C -0.221 -0.793 -4.386
H -1.930 -1.418 -3.146
H -2.181 0.158 -4.141
H 0.266 -1.751 -4.238
H 1.012 -1.851 -6.497
C 0.668 -0.834 -6.692
C 0.069 -0.112 -5.635
C -0.392 1.206 -5.854
H -0.829 1.755 -5.010
C -0.280 1.758 -7.128
H -0.658 2.763 -7.286
C 0.322 1.051 -8.174
H 0.408 1.507 -9.158
C 0.788 -0.246 -7.955
H 1.258 -0.809 -8.758
C -0.744 -0.104 2.528
C -0.679 -0.048 3.781
C -0.512 -0.032 5.187
C -1.450 0.541 6.081
C -1.125 0.650 7.429
C 0.100 0.146 7.922
C 0.997 -0.477 7.042
C 0.686 -0.591 5.688
H -2.406 0.898 5.697
H -1.822 1.137 8.129
H 0.344 0.240 8.990
H 1.945 -0.870 7.412
H 1.368 -1.092 4.991
```

Summary:
Orbital gap: 6.38 eV
Lowest unoccupied orbital energy: -4.4 eV
Energy: -1126.5062 a.u.
Total charge: +1

***

# C26H24AsBr2CrNO2S4

C26H24AsBr2CrNO2S4 as an isolated structure at a distorted geometry (ωB97M-V with the def2-TZVPD basis set, OMol25).

```
61
C26H24AsBr2CrNO2S4 | OMol25 | ωB97M-V with the def2-TZVPD basis set
Cr -0.099 0.029 -0.065
C -0.123 -0.551 -3.423
C -0.279 0.904 -3.058
C -0.303 1.946 -4.055
C -0.370 3.250 -3.690
C -0.382 3.639 -2.339
C -0.249 4.931 -1.797
Br -0.044 6.450 -2.906
C -0.209 5.149 -0.457
C -0.515 4.102 0.388
Br -0.449 4.380 2.245
C -0.668 2.776 -0.043
O -0.882 1.774 0.763
C -0.452 2.543 -1.416
N -0.307 1.241 -1.799
H 0.182 -0.632 -4.459
H -1.094 -1.114 -3.171
H 0.624 -1.050 -2.752
H -0.272 1.652 -5.089
H -0.326 4.071 -4.432
H -0.026 6.155 -0.094
O 1.134 -1.444 -0.517
C 2.155 -1.178 0.360
C 2.810 0.095 -0.181
C 2.510 1.386 0.113
C 3.097 2.352 -0.707
C 3.932 1.809 -1.597
S 3.941 0.076 -1.478
C 1.451 -0.893 1.712
C 0.230 -1.442 1.978
C -0.308 -1.136 3.264
C 0.613 -0.358 3.967
S 2.068 -0.057 3.080
C 3.021 -2.426 0.534
C 2.818 -3.529 -0.201
C 3.587 -4.675 0.223
C 4.355 -4.397 1.305
S 4.219 -2.682 1.789
H 1.812 1.671 0.914
H 2.892 3.414 -0.608
H 4.480 2.274 -2.405
H -0.242 -2.084 1.289
H -1.243 -1.450 3.683
H 0.553 0.015 4.955
H 2.111 -3.547 -0.989
H 3.634 -5.643 -0.287
H 5.095 -4.960 1.814
C -3.128 -3.186 2.000
As -3.495 -1.570 1.002
C -3.399 0.090 1.927
C -5.350 -1.800 0.780
S -2.404 -1.626 -0.771
H -3.741 -3.304 2.934
H -2.083 -3.301 2.222
H -3.413 -3.980 1.278
H -3.919 -0.012 2.864
H -3.959 0.739 1.278
H -2.423 0.496 2.088
H -5.918 -1.746 1.699
H -5.599 -2.686 0.186
H -5.651 -0.949 0.151
```

Summary:
Orbital gap (alpha / beta): 7.46 / 7.60 eV
Lowest unoccupied orbital energy (alpha / beta): 0.1 / 0.0 eV
2S+1: 5
Energy: -11231.4578 a.u.
Relative energy (zero: lowest compared OMol25 entry of this formula, charge and spin): 5.2 kcal/mol

***

# C26H24BN7V

C26H24BN7V as an isolated structure (ωB97M-V with the def2-TZVPD basis set, OMol25).

```
59
C26H24BN7V | OMol25 | ωB97M-V with the def2-TZVPD basis set
V -0.071 -0.017 -0.253
N -1.996 0.276 0.634
C -1.979 0.733 2.016
C -2.927 1.547 2.558
C -2.830 1.919 3.919
C -1.819 1.438 4.697
C -0.838 0.574 4.152
C 0.196 -0.010 4.916
C 1.059 -0.875 4.308
C 0.933 -1.114 2.931
N 0.018 -0.561 2.158
C -0.897 0.248 2.785
H -2.373 -0.676 0.608
H -2.625 0.836 0.055
H -3.760 1.896 1.963
H -3.581 2.571 4.342
H -1.759 1.701 5.745
H 0.283 0.219 5.970
H 1.848 -1.369 4.856
H 1.637 -1.792 2.468
B 2.123 1.739 -1.914
N 2.710 0.626 -0.994
C 3.973 0.241 -0.921
C 4.055 -0.950 -0.195
C 2.758 -1.225 0.154
N 1.926 -0.261 -0.318
N 1.124 2.559 -1.039
C 1.008 3.871 -0.979
C -0.072 4.206 -0.152
C -0.564 2.998 0.267
N 0.158 1.977 -0.274
H 1.531 1.220 -2.825
H 3.008 2.463 -2.259
H 4.739 0.814 -1.417
H 4.935 -1.526 0.028
H 2.378 -2.080 0.676
H 1.696 4.500 -1.521
H -0.417 5.189 0.115
H -1.367 2.810 0.952
C 0.051 -4.438 -0.212
C 0.038 -4.705 -1.574
C -0.198 -3.672 -2.464
C -0.402 -2.391 -1.975
N -0.327 -2.122 -0.653
C -0.127 -3.135 0.205
C -0.756 -1.210 -2.777
C -1.060 -1.252 -4.130
C -1.501 -0.104 -4.772
C -1.650 1.087 -4.069
C -1.319 1.149 -2.725
C -0.850 0.004 -2.076
H 0.194 -5.223 0.515
H 0.195 -5.711 -1.938
H -0.232 -3.861 -3.527
H -0.133 -2.882 1.254
H -0.981 -2.176 -4.686
H -1.747 -0.142 -5.824
H -2.012 1.972 -4.574
H -1.402 2.096 -2.207
```

Summary:
Orbital gap (alpha / beta): 6.79 / 7.46 eV
Lowest unoccupied orbital energy (alpha / beta): -7.9 / -7.3 eV
2S+1: 2
Energy: -2356.8981 a.u.
Total charge: +2
Relative energy (zero: lowest compared OMol25 entry of this formula, charge and spin): 8.7 kcal/mol